C28H57NO9P | wB97M-V/def2-TZVPD

Each line ends with the Mulliken spin population.
Atoms and positions in Å:
C 3.457 -1.783 3.582  0.000
O 4.230 -1.496 2.434  0.000
C 3.603 -1.906 1.231  0.000
C 2.396 -1.037 0.856  0.000
C 2.856 0.396 0.662  0.000
C 1.740 1.458 0.601  0.000
C 0.467 1.095 1.364  0.000
C -0.306 2.310 1.887  0.000
C -1.296 1.850 2.981  0.000
C -2.773 1.862 2.515  0.000
C -3.611 0.687 3.037  0.002
C -3.541 -0.626 2.241  -0.014
C -2.195 -1.374 2.370  0.015
P -1.562 -1.804 4.013  0.000
O -0.303 -1.142 4.341  0.001
O -1.300 -3.391 4.052  0.000
O -2.682 -1.593 5.129  0.000
C -3.735 -0.347 0.725  0.010
C -4.490 -1.416 -0.081  0.034
C -3.786 -1.530 -1.432  0.006
C -5.908 -0.923 -0.378  0.031
N -4.448 -2.765 0.549  0.302
O -5.098 -3.615 -0.179  0.587
C -4.931 -2.816 1.971  0.022
C -4.122 -3.921 2.701  0.014
C -6.397 -3.228 2.094  0.014
C -4.755 -1.472 2.686  0.010
H 2.533 -1.213 3.638  0.000
H 3.263 -2.856 3.630  0.000
H 4.046 -1.505 4.447  0.000
H 3.312 -2.953 1.347  0.000
H 4.340 -1.791 0.442  0.000
H 1.975 -1.462 -0.051  0.000
H 1.676 -1.160 1.657  0.000
H 3.594 0.695 1.394  0.000
H 3.362 0.423 -0.299  0.000
H 1.519 1.754 -0.417  0.000
H 2.127 2.359 1.071  0.000
H -0.177 0.503 0.716  0.000
H 0.754 0.546 2.249  0.000
H 0.414 2.970 2.355  0.000
H -0.821 2.822 1.082  0.000
H -1.019 0.881 3.370  0.000
H -1.219 2.542 3.813  0.000
H -2.806 1.979 1.437  0.000
H -3.219 2.765 2.920  0.000
H -4.653 0.997 2.999  0.001
H -3.376 0.562 4.091  -0.001
H -2.218 -2.299 1.808  -0.013
H -1.426 -0.763 1.919  0.001
H -0.355 -3.496 3.839  0.000
H -2.421 -2.160 5.879  0.000
H -2.732 -0.285 0.312  0.001
H -4.175 0.630 0.578  -0.002
H -4.338 -2.198 -2.082  0.000
H -2.790 -1.944 -1.323  -0.010
H -3.781 -0.552 -1.903  0.001
H -6.431 -1.603 -1.037  -0.003
H -6.485 -0.763 0.521  -0.005
H -5.831 0.028 -0.889  0.000
H -4.712 -4.821 2.792  -0.006
H -3.835 -3.611 3.694  0.001
H -3.258 -4.202 2.116  0.003
H -7.051 -2.671 1.433  0.004
H -6.685 -3.028 3.122  0.000
H -6.541 -4.279 1.893  -0.005
H -4.726 -1.674 3.751  0.003
H -5.616 -0.833 2.525  -0.003
O 2.585 1.545 -2.716  0.000
C 2.365 2.413 -3.517  0.000
O 2.814 3.659 -3.258  0.000
C 2.769 4.721 -4.213  0.000
C 1.429 5.427 -4.211  0.000
C 1.547 2.163 -4.761  0.000
H 3.047 4.360 -5.204  0.000
H 3.549 5.416 -3.903  0.000
H 0.621 4.755 -4.500  0.000
H 1.440 6.269 -4.904  0.000
H 1.201 5.798 -3.212  0.000
H 0.487 2.227 -4.518  0.000
H 1.774 1.161 -5.115  0.000
H 1.771 2.844 -5.577  0.000
O 4.460 1.189 -6.284  0.000
C 5.439 1.024 -5.605  0.000
O 5.891 -0.226 -5.411  0.000
C 7.126 -0.525 -4.755  0.000
C 6.967 -0.569 -3.249  0.000
C 6.112 2.180 -4.900  0.000
H 7.908 0.168 -5.070  0.000
H 7.413 -1.508 -5.123  0.000
H 6.661 0.396 -2.846  0.000
H 7.906 -0.857 -2.775  0.000
H 6.199 -1.292 -2.973  0.000
H 5.575 2.382 -3.973  0.000
H 6.049 3.053 -5.544  0.000
H 7.164 2.017 -4.677  0.000

Cartesian forces (eV/Å) of the 3 atoms listed first:
C 0.4 0.1 -0.1
O 0.0 0.1 0.0
C -0.3 0.4 0.1

## Properties
Total charge: 0
Relative energy (zero: lowest compared OMol25 entry of this formula, charge and spin) (eV): 0.531
Spin multiplicity: 2
Kohn-Sham gap (alpha / beta) (eV): 9.2 / 9.4

C3H5N3 | wB97M-V/def2-TZVPD

Each line ends with the Löwdin charge.
Atoms and positions in Å:
N -0.886 -1.736 0.746  0.069
C -0.601 -0.452 0.877  -0.219
C 1.955 0.399 0.115  0.036
N 1.162 1.207 -0.575  -0.087
C -0.243 1.216 -0.701  -0.199
N -0.974 0.385 -0.074  0.038
H -1.252 -2.149 -0.099  0.101
H -0.701 -2.366 1.508  0.091
H 1.402 -0.516 0.334  -0.048
H 1.594 2.038 -0.954  0.104
H -0.670 2.041 -1.268  0.116

Cartesian forces (eV/Å) of the 3 atoms listed first:
N 0.1 0.0 0.0
C -0.2 0.1 0.3
C 0.1 0.3 -0.5

## Properties
Total charge: 0
Relative energy (zero: lowest compared OMol25 entry of this formula, charge and spin) (eV): 4.250
Kohn-Sham gap (eV): 8.6

C32H33OSi | wB97M-V/def2-TZVPD

Each line ends with the Löwdin charge.
Atoms and positions in Å:
C 3.408 1.130 -1.316  -0.155
Si 1.742 1.917 -1.662  0.566
C 1.318 3.084 -0.269  -0.139
C 1.679 2.745 -3.323  -0.156
C 0.478 0.510 -1.761  -0.071
C 0.734 -0.868 -1.277  -0.113
O -0.338 0.672 -2.827  0.045
C -1.283 -0.339 -3.175  -0.233
C -2.476 -0.387 -2.471  -0.004
C -3.255 -1.543 -2.579  -0.047
C -2.936 -2.508 -3.537  -0.058
C -1.784 -2.372 -4.316  -0.046
C -0.938 -1.275 -4.144  -0.004
H 4.135 1.954 -1.269  0.054
H 3.448 0.598 -0.353  0.039
H 3.731 0.433 -2.107  0.051
H 1.999 3.952 -0.295  0.058
H 0.286 3.448 -0.381  0.051
H 1.404 2.611 0.721  0.020
H 2.378 3.591 -3.311  0.054
H 1.965 2.051 -4.126  0.050
H 0.666 3.117 -3.528  0.049
H 0.457 -1.592 -2.066  0.148
H 1.829 -0.953 -1.141  0.137
H -2.759 0.456 -1.839  0.092
H -4.125 -1.660 -1.932  0.122
H -3.595 -3.364 -3.682  0.118
H -1.541 -3.118 -5.076  0.120
H -0.016 -1.144 -4.718  0.137
C 2.561 2.873 4.524  -0.074
C 2.816 1.510 4.315  -0.066
C 1.977 0.752 3.493  -0.030
C 0.841 1.336 2.904  -0.208
C 0.025 0.569 1.923  -0.123
C 0.650 -0.319 1.097  -0.002
C 0.054 -1.167 -0.002  -0.265
C 0.193 -2.695 0.233  -0.173
C -0.826 -3.549 -0.208  -0.033
C -0.581 -4.919 -0.343  -0.070
C 0.662 -5.451 0.022  -0.077
C 1.649 -4.607 0.543  -0.063
C 1.402 -3.232 0.680  -0.033
C -1.430 0.894 1.859  -0.166
C -2.072 1.001 0.616  -0.048
C -3.445 1.245 0.549  -0.070
C -4.172 1.466 1.725  -0.066
C -3.525 1.463 2.969  -0.053
C -2.161 1.166 3.031  -0.020
C 0.558 2.693 3.181  -0.053
C 1.426 3.464 3.961  -0.066
H 3.235 3.474 5.139  0.109
H 3.669 1.030 4.791  0.108
H 2.182 -0.307 3.314  0.113
H 1.739 -0.418 1.194  0.107
H -1.018 -0.962 -0.107  0.119
H -1.813 -3.137 -0.450  0.110
H -1.359 -5.570 -0.751  0.109
H 0.860 -6.522 -0.091  0.111
H 2.620 -5.005 0.832  0.108
H 2.155 -2.578 1.122  0.110
H -1.458 0.932 -0.293  0.082
H -3.936 1.272 -0.427  0.099
H -5.242 1.663 1.665  0.110
H -4.075 1.684 3.890  0.116
H -1.646 1.126 3.996  0.129
H -0.329 3.159 2.743  0.121
H 1.203 4.523 4.123  0.112

Cartesian forces (eV/Å) of the 3 atoms listed first:
C 0.0 -0.4 -0.1
Si 1.0 1.5 0.8
C -0.3 0.0 0.1

## Properties
Total charge: +1
Relative energy (zero: lowest compared OMol25 entry of this formula, charge and spin) (eV): 1.544
Kohn-Sham gap (eV): 5.9

C20H29O6Sr | wB97M-V/def2-TZVPD

Each line ends with the Löwdin charge.
Atoms and positions in Å:
Sr -0.613 0.374 -0.668  1.560
C -3.402 -1.587 0.317  -0.141
C -2.883 -2.618 -0.666  -0.157
O -1.478 -2.488 -0.872  -0.190
C -0.671 -3.406 -0.136  -0.151
C -0.520 -2.994 1.318  -0.162
O -0.174 -1.624 1.434  -0.178
C 1.206 -1.370 1.703  -0.168
C 2.087 -1.636 0.489  -0.149
O 1.369 -1.229 -0.677  -0.298
C 2.137 -1.252 -1.875  -0.151
C 1.154 -1.310 -3.020  -0.139
O 0.338 -0.123 -2.991  -0.230
C -1.014 -0.308 -3.404  -0.213
C -1.763 1.021 -3.461  -0.158
O -2.046 1.751 -2.269  -0.239
C -3.306 1.619 -1.617  -0.164
C -3.779 0.252 -1.192  -0.186
O -3.052 -0.262 -0.083  -0.237
H -2.952 -1.712 1.298  0.127
H -4.488 -1.670 0.425  0.146
H -3.357 -2.484 -1.641  0.127
H -3.136 -3.625 -0.323  0.143
H 0.296 -3.411 -0.633  0.118
H -1.098 -4.412 -0.196  0.139
H 0.231 -3.631 1.794  0.142
H -1.457 -3.142 1.858  0.127
H 1.552 -1.978 2.544  0.140
H 1.257 -0.315 1.962  0.075
H 2.342 -2.698 0.382  0.132
H 3.011 -1.060 0.589  0.147
H 2.769 -2.144 -1.904  0.145
H 2.773 -0.364 -1.935  0.150
H 0.511 -2.188 -2.900  0.132
H 1.643 -1.370 -3.994  0.146
H -1.487 -1.055 -2.751  0.100
H -1.053 -0.706 -4.422  0.152
H -2.706 0.853 -3.990  0.146
H -1.147 1.699 -4.054  0.149
H -4.072 2.002 -2.300  0.148
H -3.242 2.289 -0.758  0.150
H -3.723 -0.426 -2.054  0.125
H -4.835 0.320 -0.912  0.151
C 0.822 1.696 0.948  -0.180
C 1.517 2.385 1.683  -0.209
C 2.357 3.162 2.554  -0.278
C 3.085 4.248 2.062  -0.046
C 3.901 4.985 2.906  -0.085
C 4.002 4.652 4.249  -0.092
C 3.281 3.576 4.747  -0.087
C 2.464 2.836 3.909  -0.049
H 3.003 4.505 1.015  0.110
H 4.460 5.825 2.514  0.103
H 4.639 5.230 4.906  0.102
H 3.354 3.315 5.795  0.102
H 1.894 2.000 4.295  0.108

Cartesian forces (eV/Å) of the 3 atoms listed first:
Sr 0.8 -0.3 1.5
C -0.1 0.0 0.1
C 0.0 0.0 0.0

## Properties
Total charge: +1
Relative energy (zero: lowest compared OMol25 entry of this formula, charge and spin) (eV): 0.952
Kohn-Sham gap (eV): 7.3